A cluster of 8 separate species, C16H32Br16 in total, computed with wB97M-V/def2-TZVPD.

```
64
Properties=species:S:1:pos:R:3:mulliken_charge:R:1
Br -6.89 -4.78 9.80 -0.105
C -8.23 -5.43 11.01 -0.019
C -8.82 -4.36 11.86 -0.655
Br -10.01 -3.22 10.82 -0.166
H -7.77 -6.19 11.63 0.393
H -9.00 -5.92 10.43 -0.449
H -8.08 -3.68 12.26 0.439
H -9.46 -4.82 12.61 0.409
Br -7.61 -8.56 5.45 -0.118
C -8.26 -8.37 7.26 0.004
C -7.45 -9.26 8.17 0.041
Br -7.91 -8.80 10.01 -0.176
H -9.32 -8.61 7.31 -0.430
H -8.15 -7.33 7.55 0.609
H -6.39 -9.03 8.07 0.082
H -7.66 -10.31 8.06 0.074
Br -13.50 -5.47 7.79 -0.115
C -11.77 -4.67 7.70 0.249
C -11.13 -4.83 6.36 -0.882
Br -10.68 -6.69 5.97 0.031
H -11.15 -5.15 8.45 -0.471
H -11.88 -3.62 7.94 0.427
H -10.18 -4.30 6.34 0.406
H -11.71 -4.50 5.50 0.398
Br -11.28 -6.59 2.31 -0.161
C -10.20 -8.17 2.51 -0.406
C -11.01 -9.22 3.24 -0.219
Br -10.14 -10.95 3.13 -0.143
H -9.29 -7.92 3.04 0.095
H -9.97 -8.53 1.52 0.463
H -12.00 -9.34 2.81 0.475
H -11.17 -9.00 4.30 -0.105
Br -11.32 -7.24 10.28 -0.091
C -12.66 -8.49 9.69 -0.700
C -12.39 -8.95 8.31 0.177
Br -13.77 -10.21 7.81 -0.143
H -13.64 -8.05 9.82 0.449
H -12.65 -9.33 10.39 0.489
H -11.41 -9.41 8.22 -0.050
H -12.45 -8.13 7.60 -0.088
Br -6.94 -14.27 4.60 -0.141
C -6.78 -12.38 4.33 -0.169
C -5.59 -11.78 4.96 -0.360
Br -5.42 -12.16 6.86 -0.141
H -7.71 -11.84 4.50 -0.182
H -6.62 -12.30 3.25 0.418
H -5.58 -10.70 4.93 0.098
H -4.70 -12.18 4.50 0.423
Br -11.61 -15.75 6.97 -0.162
C -11.17 -13.92 7.25 -0.615
C -10.09 -13.53 6.29 -0.613
Br -9.67 -11.66 6.56 -0.037
H -10.86 -13.74 8.28 0.370
H -12.07 -13.33 7.09 0.322
H -10.37 -13.68 5.25 0.458
H -9.17 -14.08 6.46 0.312
Br -2.66 -9.93 4.95 -0.164
C -2.86 -8.87 6.54 -0.590
C -3.90 -7.80 6.35 -0.083
Br -4.11 -6.86 8.02 -0.136
H -1.89 -8.46 6.82 0.418
H -3.11 -9.56 7.34 0.331
H -4.86 -8.21 6.09 -0.209
H -3.56 -7.06 5.65 0.435
```

The energy relative to the best compared isomer or geometry (same formula, charge and spin) comes out at 4.1 kcal per mole. Its highest occupied orbital energy is -0.3661 Eh. Its SMILES is BrCCBr.BrCCBr.BrCCBr.BrCCBr.BrCCBr.BrCCBr.BrCCBr.BrCCBr.

A structure of composition C16H32CaClNO2P, computed with wB97M-V/def2-TZVPD.

```
54
Properties=species:S:1:pos:R:3:mulliken_charge:R:1
C 6.16 1.17 0.92 -0.960
C 5.97 -0.25 0.10 -0.376
C 4.63 -0.98 0.77 -0.602
C 3.78 -1.77 -0.42 -0.693
C 2.65 -0.69 -1.01 -0.474
C 1.12 -1.28 -0.80 -0.340
C 0.13 0.05 -0.65 -0.738
C -1.41 -0.23 -1.19 1.071
P -1.30 -0.61 -3.06 0.408
O -1.71 0.86 -3.98 -0.461
Cl -2.76 -2.03 -3.69 -0.183
C -2.07 -1.43 -0.28 -1.452
C -2.59 -0.93 1.20 0.928
C -1.80 -1.91 2.30 -1.167
C -4.19 -1.32 1.38 -1.176
N -2.23 0.48 1.58 0.471
O -2.97 0.75 2.70 -0.477
C -2.59 1.52 0.55 1.192
C -4.08 2.19 0.70 -1.157
C -1.51 2.77 0.78 -1.216
C -2.41 1.07 -1.02 -1.346
H 7.11 1.78 0.55 0.319
H 6.18 0.90 2.05 0.271
H 5.20 1.84 0.69 0.219
H 6.91 -0.98 0.21 0.297
H 5.72 -0.05 -1.05 0.236
H 4.01 -0.12 1.29 0.279
H 4.98 -1.76 1.58 0.300
H 4.51 -2.06 -1.29 0.375
H 3.28 -2.76 -0.03 0.361
H 2.83 -0.53 -2.16 0.144
H 2.71 0.33 -0.42 0.254
H 0.78 -2.03 -1.64 0.245
H 1.10 -1.89 0.22 0.222
H 0.17 0.33 0.51 0.290
H 0.61 0.98 -1.22 0.241
H -1.09 1.57 -3.59 0.179
H -1.37 -2.39 -0.20 0.238
H -3.04 -1.81 -0.86 0.535
H -1.82 -1.49 3.38 0.327
H -2.14 -3.03 2.23 0.323
H -0.66 -1.88 1.94 0.212
H -4.53 -1.33 2.52 0.311
H -4.91 -0.71 0.69 0.259
H -4.29 -2.45 1.02 0.382
H -4.22 2.81 1.71 0.332
H -4.15 3.02 -0.16 0.362
H -4.98 1.46 0.49 0.223
H -2.04 3.79 0.99 0.341
H -0.87 2.53 1.76 0.297
H -0.71 2.84 -0.10 0.169
H -2.00 1.99 -1.64 0.171
H -3.45 0.79 -1.54 0.286
Ca -0.68 2.86 -4.80 1.748
```

The expectation value of S² is 0.75. Its spin multiplicity is 2. Its total charge is +2. Its highest occupied orbital energy (alpha / beta) is -0.5155 / -0.5260 Eh.

A structure of composition C16H32Cl2NiO10, computed with wB97M-V/def2-TZVPD.

```
61
Properties=species:S:1:pos:R:3:mulliken_charge:R:1
Ni -0.42 0.33 0.07 0.953
Cl -0.92 0.98 2.27 -0.558
Cl -2.13 0.85 -1.45 -0.583
C 0.07 4.24 2.10 -0.972
C -0.76 4.16 0.84 0.153
O 0.05 4.34 -0.34 -0.411
C 0.67 3.27 -0.79 0.041
O 0.62 2.17 -0.30 0.007
O 1.38 3.49 -1.89 -0.292
C 1.30 4.76 -2.52 -0.765
H 0.87 3.50 2.11 0.108
H -0.57 4.12 2.97 0.343
H 0.62 5.19 2.14 0.359
H -1.49 4.97 0.83 0.329
H -1.30 3.21 0.77 -0.107
H 0.28 4.94 -2.87 0.311
H 1.98 4.77 -3.37 0.254
H 1.62 5.57 -1.87 0.291
C -4.13 -0.35 1.30 -0.739
C -3.40 -1.52 1.91 -0.021
O -3.17 -2.57 0.93 -0.415
C -2.10 -2.51 0.18 0.361
O -1.19 -1.71 0.26 -0.055
O -2.03 -3.48 -0.72 -0.309
C -3.02 -4.51 -0.73 -0.778
H -3.59 0.08 0.45 -0.038
H -4.30 0.40 2.07 0.311
H -5.13 -0.61 0.94 0.345
H -4.03 -2.00 2.67 0.309
H -2.46 -1.25 2.39 0.019
H -3.91 -4.19 -1.27 0.279
H -3.25 -4.85 0.28 0.322
H -2.56 -5.35 -1.24 0.264
C 1.31 -3.10 3.89 -1.499
C 1.07 -1.97 2.93 0.600
O 2.34 -1.41 2.56 -0.430
C 2.37 -0.64 1.50 0.477
O 1.42 -0.43 0.77 0.403
O 3.57 -0.14 1.33 -0.435
C 3.69 0.86 0.29 -0.160
H 0.40 -3.68 4.04 0.399
H 1.58 -2.72 4.88 0.352
H 2.07 -3.78 3.51 0.355
H 0.47 -1.18 3.38 0.180
H 0.54 -2.32 2.04 -0.171
H 4.76 1.03 0.19 0.302
H 3.15 1.76 0.57 0.119
H 3.26 0.50 -0.64 -0.083
C 1.19 -0.66 -4.01 -0.753
C 1.57 -1.96 -3.28 -0.654
C 0.64 -1.86 -2.10 -0.409
O 0.56 -0.45 -1.78 0.599
C 1.13 0.31 -2.84 -0.535
H 0.21 -0.75 -4.49 0.310
H 1.86 -0.33 -4.80 0.392
H 2.61 -1.84 -2.96 0.242
H 1.44 -2.85 -3.89 0.376
H 0.92 -2.42 -1.21 0.123
H -0.37 -2.19 -2.37 0.199
H 2.15 0.63 -2.59 0.184
H 0.50 1.17 -3.05 0.201
```

The energy relative to the best compared isomer or geometry (same formula, charge and spin) comes out at 0.0 kcal per mole. The expectation value of S² is 2.00. Its spin multiplicity is 3. Its highest occupied orbital energy (alpha / beta) is -0.3166 / -0.3153 Eh.

A structure of composition C16H32MnN5O5PS, computed with wB97M-V/def2-TZVPD.

```
61
Properties=species:S:1:pos:R:3:mulliken_charge:R:1
Mn 0.31 -0.70 -0.24 0.915
C -2.43 -5.90 -0.63 -1.017
N -1.69 -4.63 -0.63 0.045
C -1.36 -3.89 -1.84 -0.336
C -0.57 -2.78 -1.22 0.771
O -0.01 -1.79 -1.79 -0.650
N -0.47 -2.88 0.09 -0.286
C -1.17 -4.03 0.42 0.317
N -1.27 -4.46 1.66 -0.286
H -2.96 -6.00 -1.57 0.373
H -3.17 -5.90 0.17 0.400
H -1.75 -6.74 -0.51 0.370
H -2.24 -3.51 -2.35 0.389
H -0.78 -4.48 -2.55 0.380
H -0.84 -3.95 2.41 0.157
H -1.75 -5.32 1.89 0.237
C -0.57 2.06 2.72 -1.177
P 0.23 0.47 2.86 0.721
C 1.68 0.64 3.87 -1.215
C -0.91 -0.66 3.63 -1.123
O 0.65 -0.07 1.46 -0.710
H -0.60 2.53 3.71 0.501
H -1.59 1.94 2.37 0.314
H 0.00 2.70 2.05 0.406
H 1.38 0.88 4.89 0.439
H 2.31 1.44 3.49 0.375
H 2.23 -0.30 3.89 0.361
H -1.27 -0.24 4.58 0.458
H -0.40 -1.60 3.86 0.303
H -1.76 -0.85 2.98 0.361
N 6.00 -0.41 -0.37 -0.277
C 4.73 -1.03 -0.89 -0.761
C 3.49 -0.62 -0.08 -0.747
N 2.29 -1.30 -0.60 -0.407
H 6.80 -0.72 -0.93 0.388
H 6.20 -0.67 0.60 0.358
H 5.99 0.61 -0.43 0.357
H 4.88 -2.11 -0.86 0.416
H 4.64 -0.73 -1.94 0.434
H 3.32 0.46 -0.15 0.394
H 3.61 -0.88 0.97 0.449
H 2.36 -2.31 -0.48 0.377
H 2.23 -1.16 -1.61 0.463
C -2.99 6.58 -2.04 -1.295
C -2.47 5.23 -1.90 0.862
C -2.57 4.51 -0.66 -0.899
C -2.09 3.24 -0.55 -0.212
C -1.51 2.63 -1.68 0.285
C -1.40 3.30 -2.93 -0.598
C -1.86 4.58 -3.03 -0.755
S -1.01 0.92 -1.67 1.781
O -1.50 0.20 -0.46 -0.578
O -1.44 0.44 -2.93 -0.547
O 0.49 0.86 -1.40 -0.508
H -3.31 7.04 -1.11 0.408
H -3.86 6.54 -2.73 0.397
H -2.29 7.23 -2.58 0.408
H -3.04 5.01 0.18 0.430
H -2.19 2.68 0.37 0.585
H -0.98 2.79 -3.78 0.508
H -1.80 5.11 -3.97 0.494
```

The energy relative to the best compared isomer or geometry (same formula, charge and spin) comes out at 9.6 kcal per mole. The expectation value of S² is 3.79. Its spin multiplicity is 4. Its total charge is +4. Its highest occupied orbital energy (alpha / beta) is -0.7461 / -0.7464 Eh.

A structure of composition C16H32MnO3P, computed with wB97M-V/def2-TZVPD.

```
53
Properties=species:S:1:pos:R:3:mulliken_charge:R:1
C 1.21 1.79 -0.27 -0.922
H 1.45 1.90 0.80 0.726
H 2.11 1.87 -0.89 0.486
H 0.72 -0.11 1.67 0.192
C 0.09 2.75 -0.70 0.146
H -0.64 2.25 -1.36 0.108
H -0.48 3.05 0.20 0.125
C 0.57 4.02 -1.42 -1.428
H -0.28 4.64 -1.72 0.386
H 1.20 4.63 -0.76 0.364
H 1.15 3.78 -2.31 0.320
C -0.27 -1.97 -1.02 0.460
C -0.68 -0.94 -1.95 0.795
C 0.51 -0.38 -2.55 0.795
C 1.66 -1.03 -1.95 0.428
C 1.17 -2.01 -1.01 0.467
C 1.99 -2.97 -0.23 -1.506
C 3.09 -0.77 -2.26 -1.643
C 0.55 0.65 -3.62 -1.384
C -2.09 -0.58 -2.25 -1.695
C -1.17 -2.89 -0.29 -1.153
Mn 0.56 -0.03 -0.41 -0.043
H 3.73 -1.06 -1.42 0.389
H 3.41 -1.34 -3.15 0.356
H 3.27 0.30 -2.46 0.306
H 3.02 -2.60 -0.09 0.384
H 1.56 -3.15 0.77 0.239
H 2.05 -3.95 -0.74 0.333
H -2.12 -2.39 -0.02 0.262
H -1.42 -3.77 -0.90 0.332
H -0.71 -3.25 0.64 0.310
H -2.16 0.41 -2.71 0.337
H -2.57 -1.31 -2.93 0.357
H -2.69 -0.57 -1.33 0.287
H 1.39 1.35 -3.47 0.289
H 0.68 0.20 -4.62 0.326
H -0.37 1.24 -3.64 0.327
C 0.61 -1.74 4.14 -0.690
O -0.48 -0.86 3.73 -0.346
P -0.46 0.14 2.50 0.980
O -1.84 -0.06 1.74 0.027
C -3.05 -0.46 2.45 -0.742
O -0.35 1.63 3.00 -0.307
C -1.44 2.60 3.04 -0.649
H 1.59 -1.31 3.91 0.388
H 0.53 -2.70 3.61 0.309
H 0.51 -1.91 5.22 0.262
H -3.86 -0.37 1.73 0.249
H -2.96 -1.50 2.80 0.321
H -3.24 0.21 3.31 0.384
H -2.05 2.57 2.13 0.350
H -2.05 2.43 3.93 0.325
H -0.95 3.58 3.11 0.283
```

The expectation value of S² is 6.21. Its spin multiplicity is 5. Its total charge is +2. Its highest occupied orbital energy (alpha / beta) is -0.5272 / -0.5589 Eh.

The ion C16H32N with charge +1, computed with wB97M-V/def2-TZVPD.

```
49
Properties=species:S:1:pos:R:3:mulliken_charge:R:1
C -7.48 2.11 0.21 -1.141
C -6.25 1.39 0.41 0.280
C -5.23 0.79 0.58 -0.439
C -3.99 0.08 0.83 -0.059
H -4.12 -0.62 1.66 0.405
H -3.21 0.81 1.11 0.327
N -3.52 -0.68 -0.37 0.082
C -3.31 0.25 -1.49 -0.929
H -4.25 0.72 -1.75 0.420
H -2.92 -0.28 -2.35 0.360
H -2.60 1.03 -1.21 0.413
C -4.56 -1.65 -0.75 -0.886
H -4.28 -2.18 -1.66 0.420
H -4.71 -2.38 0.05 0.368
H -5.50 -1.13 -0.92 0.399
C -2.27 -1.44 -0.05 -0.969
C -1.04 -0.61 0.30 -0.072
H -0.75 0.03 -0.53 0.288
H -1.22 0.02 1.17 0.252
C 0.13 -1.54 0.62 -1.019
C 1.39 -0.78 1.04 -0.545
C 2.03 0.02 -0.09 -0.472
C 3.35 0.68 0.33 -0.592
C 4.50 -0.30 0.51 -0.410
C 5.80 0.37 0.93 -0.890
C 6.42 1.31 -0.11 -0.395
C 6.81 0.61 -1.40 -1.155
H 5.94 0.25 -1.94 0.281
H 7.46 -0.23 -1.19 0.292
H 7.34 1.30 -2.05 0.376
H 5.72 2.13 -0.33 0.276
H 7.31 1.76 0.34 0.363
H 6.53 -0.41 1.16 0.367
H 5.63 0.93 1.85 0.339
H 4.23 -1.03 1.28 0.273
H 4.65 -0.85 -0.42 0.261
H 3.19 1.24 1.25 0.282
H 3.62 1.40 -0.45 0.288
H 2.22 -0.64 -0.94 0.275
H 1.35 0.80 -0.42 0.247
H 1.16 -0.11 1.87 0.264
H 2.11 -1.52 1.41 0.332
H 0.36 -2.15 -0.26 0.399
H -0.16 -2.21 1.43 0.401
H -2.49 -2.11 0.78 0.308
H -2.03 -2.05 -0.93 0.377
H -7.35 2.86 -0.58 0.326
H -8.28 1.42 -0.08 0.327
H -7.76 2.61 1.13 0.305
```

The energy relative to the best compared isomer or geometry (same formula, charge and spin) comes out at 3.0 kcal per mole. Its total charge is +1. Its highest occupied orbital energy is -0.4663 Eh. Its SMILES is CC#CC[N+](C)(C)CCCCCCCCCC.

Max |F|, respectively: 0.0321, 0.0914, 0.0197, 0.0059, 0.0606, 0.0191 Eh/bohr.